[1]
{"formula": "C24H29N3O5S", "method": "wB97M-V/def2-TZVPD", "symbols": ["C", "C", "C", "C", "C", "N", "S", "O", "O", "C", "C", "C", "C", "C", "C", "O", "C", "O", "N", "C", "C", "O", "N", "C", "C", "C", "C", "C", "C", "C", "C", "C", "C", "H", "H", "H", "H", "H", "H", "H", "H", "H", "H", "H", "H", "H", "H", "H", "H", "H", "H", "H", "H", "H", "H", "H", "H", "H", "H", "H", "H", "H"], "positions_angstrom": [[-5.3967, -2.6203, 0.5204], [-4.6280, -1.4441, -0.0811], [-5.5606, -0.2586, -0.3073], [-3.4565, -1.0790, 0.8380], [-2.5684, 0.0476, 0.2825], [-3.1161, 1.3481, 0.5906], [-2.7657, 2.5453, -0.5111], [-3.1720, 2.0491, -1.7949], [-3.3446, 3.7525, -0.0129], [-0.9763, 2.6761, -0.5050], [-0.2711, 2.1345, -1.5641], [1.1157, 2.0945, -1.5541], [1.7433, 2.5901, -0.4265], [1.0127, 3.1532, 0.6344], [-0.3614, 3.2165, 0.6142], [1.8809, 3.5599, 1.6023], [3.1424, 3.2554, 1.1915], [4.1415, 3.4623, 1.8174], [3.0636, 2.6675, -0.0563], [4.2095, 2.2300, -0.8043], [-1.1550, -0.0455, 0.8649], [-0.7878, 0.6975, 1.7552], [-0.3619, -0.9795, 0.3110], [1.0145, -1.1546, 0.7179], [1.1887, -2.4344, 1.5581], [2.6570, -2.6778, 1.9494], [3.6095, -1.6324, 1.3506], [3.3054, -1.4434, -0.1009], [4.2626, -1.5217, -1.0998], [3.9017, -1.3546, -2.4272], [2.5798, -1.1142, -2.7584], [1.6152, -1.0368, -1.7662], [1.9733, -1.1964, -0.4377], [-4.7444, -3.4785, 0.6698], [-6.2081, -2.9185, -0.1384], [-5.8223, -2.3411, 1.4814], [-4.2203, -1.7553, -1.0503], [-5.0435, 0.5551, -0.8068], [-6.4045, -0.5617, -0.9229], [-5.9402, 0.1097, 0.6424], [-3.8402, -0.7618, 1.8089], [-2.8399, -1.9682, 0.9969], [-2.5247, -0.0154, -0.8094], [-2.8844, 1.6405, 1.5315], [-0.8344, 1.7544, -2.4016], [1.6785, 1.6840, -2.3755], [-0.9381, 3.6431, 1.4159], [5.0897, 2.4328, -0.1958], [4.2812, 2.7791, -1.7445], [4.1424, 1.1608, -1.0126], [-0.7359, -1.6140, -0.3767], [1.2393, -0.2859, 1.3500], [0.8156, -3.2751, 0.9684], [0.5630, -2.3488, 2.4470], [2.9659, -3.6636, 1.5983], [2.7635, -2.6677, 3.0341], [4.6432, -1.9485, 1.4937], [3.4749, -0.6813, 1.8743], [5.2931, -1.7148, -0.8388], [4.6515, -1.4160, -3.2015], [2.2956, -0.9896, -3.7928], [0.5881, -0.8404, -2.0351]], "lowdin_charge": [-0.0818, -0.4290, -0.0672, -0.1198, -0.2846, -0.0762, 0.6517, -0.2918, -0.2725, -0.2735, -0.0555, 0.0110, -0.1348, -0.1608, 0.0302, 0.1759, -0.4773, 0.1326, 0.0111, 0.0195, -0.4436, 0.0749, 0.1253, -0.2524, -0.1124, -0.1608, -0.1351, -0.1918, -0.0445, -0.0881, -0.0870, -0.0462, -0.1286, 0.0734, 0.0762, 0.0813, 0.1367, 0.0528, 0.0800, 0.0877, 0.1334, 0.1177, 0.1442, 0.1202, 0.1141, 0.1101, 0.1376, 0.1008, 0.1033, 0.0767, 0.1522, 0.1565, 0.1187, 0.1175, 0.1127, 0.1096, 0.1181, 0.1247, 0.1143, 0.1035, 0.1048, 0.1045], "homo_ev": -8.765, "max_force_ha_per_bohr": 0.0209, "relative_energy_kj_mol": 0.00}

***

[2]
{"formula": "C24H29O3RuSSi", "method": "wB97M-V/def2-TZVPD", "symbols": ["Ru", "C", "O", "C", "C", "O", "C", "C", "O", "C", "H", "H", "H", "H", "H", "H", "H", "H", "H", "H", "H", "H", "H", "H", "S", "C", "C", "C", "C", "C", "C", "Si", "C", "C", "C", "C", "C", "C", "C", "C", "C", "C", "C", "C", "H", "H", "H", "H", "H", "H", "H", "H", "H", "H", "H", "H", "H", "H", "H"], "positions_angstrom": [[0.0031, 1.4761, 0.0198], [3.1828, 1.5738, 0.3848], [2.1170, 1.8773, -0.5303], [2.1562, 3.2198, -1.0271], [1.2128, 4.1322, -0.2722], [-0.1118, 3.7005, -0.6010], [-1.1789, 4.1224, 0.2497], [-2.3425, 3.2075, -0.0695], [-2.0862, 1.8444, 0.3062], [-2.7778, 1.4394, 1.5022], [4.1303, 1.6873, -0.1461], [3.0449, 0.5449, 0.6987], [3.1278, 2.2223, 1.2597], [1.8511, 3.1787, -2.0751], [3.1788, 3.5979, -0.9751], [1.3561, 5.1682, -0.5973], [1.3678, 4.0489, 0.8073], [-1.4502, 5.1614, 0.0313], [-0.8772, 4.0209, 1.2964], [-2.5145, 3.2108, -1.1490], [-3.2482, 3.5570, 0.4290], [-3.8493, 1.5682, 1.3369], [-2.4307, 2.0143, 2.3595], [-2.5417, 0.3930, 1.6616], [0.4507, 1.6328, 2.1413], [-1.3183, -1.6325, -4.3622], [-1.4124, -0.3628, -3.8123], [-1.0586, -0.1657, -2.4834], [-0.5963, -1.2065, -1.6762], [-0.5039, -2.4722, -2.2594], [-0.8652, -2.6887, -3.5810], [-0.0316, -0.8241, 0.1016], [-1.2337, -1.6931, 1.2756], [-1.0685, -1.6132, 2.6636], [-1.9678, -2.2100, 3.5339], [-3.0669, -2.8981, 3.0349], [-3.2531, -2.9875, 1.6636], [-2.3421, -2.3949, 0.7978], [1.6592, -1.6702, 0.2326], [2.5420, -1.5608, -0.8480], [3.8184, -2.1009, -0.8005], [4.2465, -2.7660, 0.3418], [3.3873, -2.8897, 1.4238], [2.1088, -2.3498, 1.3647], [-1.5970, -1.8002, -5.3949], [-1.7651, 0.4666, -4.4130], [-1.1879, 0.8388, -2.0712], [-0.1313, -3.3032, -1.6689], [-0.7878, -3.6817, -4.0065], [-0.2441, -1.0377, 3.0708], [-1.8182, -2.1293, 4.6037], [-3.7740, -3.3603, 3.7126], [-4.1084, -3.5195, 1.2650], [-2.5083, -2.4734, -0.2705], [2.2235, -1.0406, -1.7464], [4.4794, -2.0072, -1.6538], [5.2419, -3.1901, 0.3851], [3.7114, -3.4114, 2.3160], [1.4520, -2.4641, 2.2196]], "mulliken_spin": [0.5408, 0.0360, 0.0035, -0.0119, 0.0039, 0.0035, -0.0042, -0.0032, -0.0015, 0.0209, 0.0020, -0.0167, -0.0170, -0.0019, 0.0018, -0.0010, -0.0017, -0.0012, -0.0005, -0.0009, 0.0008, 0.0032, -0.0115, -0.0142, 0.5179, 0.0006, 0.0080, 0.0190, -0.0127, 0.0000, 0.0000, -0.0419, -0.0184, 0.0121, -0.0051, -0.0002, 0.0002, 0.0004, -0.0084, -0.0002, 0.0015, -0.0017, 0.0009, 0.0003, 0.0001, 0.0003, -0.0144, -0.0001, 0.0000, 0.0112, -0.0002, -0.0001, 0.0000, -0.0004, 0.0025, 0.0000, -0.0001, 0.0001, -0.0003], "spin_multiplicity": 2, "homo_ev": [-6.321, -6.061], "s2": 0.757, "max_force_ha_per_bohr": 0.0138, "relative_energy_kj_mol": 32.41}